The following is a DFT calculation (ωB97M-V with the def2-TZVPD basis set) of a cluster of 2 separate species, C4H14N2OS in total at a distorted geometry.

```
! RIJCOSX wB97M-V def2-TZVPD def2/J DEFGRID3
* xyz 0 1
C 0.98951 1.61607 -1.74789
N 0.18448 1.81796 -0.46383
C 0.65484 1.01814 0.66848
C 0.45556 -0.56374 0.67887
N 1.53396 -1.15430 -0.09585
C 0.59530 -1.05376 2.13862
S -0.11336 -2.72628 2.34878
H 1.71270 0.84171 -1.58471
H 1.56135 2.62695 -1.75999
H 0.26049 1.52188 -2.55257
H -0.78458 1.62816 -0.76350
H 1.68039 1.27817 0.94638
H 0.22800 1.57669 1.55655
H -0.52814 -0.61479 0.22326
H 2.43903 -0.67164 -0.17155
H 1.27301 -1.45233 -1.02139
H 1.68193 -1.03448 2.34715
H 0.17332 -0.45684 2.92224
H 1.01052 -3.26508 1.84275
O -5.35705 -0.27066 -1.97545
H -4.87249 -1.09437 -1.87275
H -4.77878 0.43254 -1.66363
*
```

Output
Highest occupied orbital energy (eV): -8.411
Structure (SMILES): CNC[C@@H](N)CS.O
Gap between HOMO and LUMO (eV): 8.72
DFT total energy (eV): -20236.3971
Molar mass (g/mol): 138.24
Energy relative to the best compared isomer or geometry (same formula, charge and spin) (kJ/mol): 157.4

The following is a DFT calculation (ωB97M-V with the def2-TZVPD basis set) of the molecule C2H5NO2S at a distorted geometry.

```
! RIJCOSX wB97M-V def2-TZVPD def2/J DEFGRID3
* xyz 0 1
O -1.13924 -1.07474 -0.42917
C -0.03714 -0.98291 0.49585
C 0.91377 0.19231 0.06917
S 2.57098 0.06555 -0.09621
N 0.27991 1.34178 -0.09183
O -1.08550 1.50011 0.14743
H -0.71699 -1.30418 -1.28952
H -0.49081 -0.67423 1.44631
H 0.45205 -1.95620 0.60296
H 0.69668 2.15293 -0.50265
H -1.44371 0.73958 -0.35233
*
```

Output
Highest occupied orbital energy (eV): -8.632
Structure (SMILES): OCC(=S)NO
Gap between HOMO and LUMO (eV): 8.96
DFT total energy (eV): -18573.3219
Molar mass (g/mol): 107.13
Energy relative to the best compared isomer or geometry (same formula, charge and spin) (kJ/mol): 216.8

Which of these has the highest highest occupied orbital energy? C4H14N2OS